Molecular formula: C23H27N3O4S
Method: DFT, ωB97M-V/def2-TZVPD

Atoms and positions in Å:
C: 2.443 3.445 0.019
C: 1.924 2.145 0.624
H: 2.405 1.959 1.588
H: 0.843 2.201 0.784
O: 2.273 1.011 -0.155
C: 1.703 0.839 -1.386
C: 0.521 1.438 -1.804
C: 0.000 1.139 -3.051
C: 0.647 0.256 -3.896
C: 1.829 -0.335 -3.486
C: 2.373 -0.045 -2.247
C: 3.615 -0.750 -1.762
N: 3.207 -1.804 -0.847
C: 3.017 -3.070 -1.263
O: 3.522 -3.559 -2.248
C: 2.014 -3.847 -0.381
N: 0.732 -3.217 -0.566
C: 0.260 -2.144 0.134
C: 0.683 -1.596 1.344
C: 0.034 -0.470 1.798
C: -1.011 0.088 1.064
C: -1.472 -0.456 -0.110
C: -0.837 -1.598 -0.591
C: -0.986 -2.397 -1.756
C: -0.011 -3.343 -1.711
H: 0.223 -4.117 -2.417
H: -1.719 -2.265 -2.526
H: -2.286 0.014 -0.637
S: -1.726 1.627 1.610
O: -1.585 2.602 0.563
O: -1.180 1.972 2.897
N: -3.359 1.210 1.684
C: -4.245 2.360 1.724
H: -5.222 2.047 1.344
C: -4.325 2.767 3.203
H: -3.568 3.521 3.416
H: -5.304 3.173 3.453
C: -4.012 1.472 3.972
H: -4.860 1.132 4.565
H: -3.159 1.620 4.631
C: -3.657 0.446 2.880
H: -4.504 -0.210 2.659
H: -2.792 -0.166 3.135
H: -3.836 3.136 1.079
H: 0.325 0.017 2.716
H: 1.492 -2.028 1.914
H: 2.301 -3.819 0.671
H: 1.973 -4.883 -0.722
H: 2.677 -1.461 -0.058
H: 4.151 -1.218 -2.588
H: 4.270 -0.059 -1.227
H: 2.343 -1.031 -4.132
H: 0.234 0.025 -4.867
H: -0.924 1.605 -3.357
H: -0.019 2.113 -1.158
H: 2.199 4.271 0.680
H: 3.522 3.397 -0.110
H: 1.984 3.624 -0.950

**Largest force on an atom**: 0.0238 hartree/bohr
**Relative energy (zero: lowest compared OMol25 entry of this formula, charge and spin)**: 42.0 kcal per mole
**Kohn-Sham gap**: 8.769 eV
**HOMO energy**: -8.180 eV
**SMILES**: CCOc1ccccc1CNC(=O)Cn1ccc2cc(S(=O)(=O)N3CCCC3)ccc21
**Charge**: 0

---

Molecular formula: C23H27N3SbSe4V
Method: DFT, ωB97M-V/def2-TZVPD

Atoms and positions in Å:
V: 0.256 -0.314 0.167
C: -2.667 0.223 2.199
C: -1.343 0.673 1.642
C: -0.143 0.460 2.343
C: -0.123 -0.334 3.623
C: 1.066 1.043 1.850
C: 2.334 0.990 2.671
C: 1.040 1.861 0.695
C: 2.301 2.555 0.251
C: -0.140 1.976 -0.056
C: -0.209 2.929 -1.223
C: -1.316 1.290 0.371
C: -2.558 1.322 -0.483
H: -2.963 -0.755 1.814
H: -3.443 0.936 1.925
H: -2.636 0.163 3.283
H: -0.092 0.327 4.493
H: 0.749 -0.984 3.671
H: -1.000 -0.968 3.716
H: 3.107 0.373 2.207
H: 2.165 0.583 3.663
H: 2.744 1.994 2.784
H: 2.449 3.481 0.812
H: 2.273 2.795 -0.808
H: 3.172 1.924 0.425
H: 0.173 2.499 -2.150
H: 0.377 3.821 -1.005
H: -1.233 3.247 -1.399
H: -3.164 2.211 -0.283
H: -3.176 0.445 -0.303
H: -2.295 1.318 -1.540
Se: 2.850 -2.268 5.073
Sb: 3.360 -3.282 3.016
Se: 2.203 -1.772 0.713
Se: 1.704 -4.036 0.197
Se: 1.230 -4.627 2.424
C: 2.079 1.653 -4.639
C: 0.779 1.232 -4.896
C: 0.088 0.469 -3.970
C: 0.697 0.123 -2.760
C: 2.010 0.522 -2.516
C: 2.693 1.286 -3.449
N: 0.011 -0.576 -1.747
N: -0.994 -1.333 -2.200
C: -1.538 -2.031 -1.195
C: -2.575 -2.964 -1.437
C: -3.024 -3.743 -0.412
C: -2.449 -3.609 0.868
C: -1.479 -2.663 1.048
N: -1.050 -1.850 0.060
H: 2.612 2.251 -5.366
H: 0.299 1.505 -5.827
H: -0.923 0.138 -4.157
H: 2.496 0.201 -1.599
H: 3.715 1.584 -3.252
H: -2.959 -3.048 -2.444
H: -3.804 -4.474 -0.581
H: -2.747 -4.243 1.691
H: -0.989 -2.531 2.005

**Largest force on an atom**: 0.0199 hartree/bohr
**Relative energy (zero: lowest compared OMol25 entry of this formula, charge and spin)**: 0.0 kcal per mole
**Kohn-Sham gap (alpha / beta)**: 6.134 / 6.127 eV
**HOMO energy (alpha / beta)**: -6.920 / -6.914 eV
**Charge**: 0

---

Molecular formula: C23H27N4O4P2SSeTi
Method: DFT, ωB97M-V/def2-TZVPD

Atoms and positions in Å:
Ti: -0.261 -0.346 -0.655
O: -0.455 -5.125 0.538
C: -1.640 -4.623 0.837
O: -2.355 -5.120 1.687
C: -2.040 -3.396 0.122
C: -3.232 -2.740 0.290
N: -3.207 -1.612 -0.444
N: -2.027 -1.460 -1.102
C: -1.295 -2.558 -0.774
C: 0.010 -2.669 -1.402
O: 0.722 -3.699 -1.253
O: 0.332 -1.613 -2.093
H: 0.029 -4.590 -0.184
H: -4.085 -3.020 0.885
H: -3.857 -0.844 -0.458
C: -0.063 0.771 2.832
P: -0.551 -0.746 1.932
C: -2.063 -1.174 2.864
C: 0.667 -2.003 2.481
C: 0.416 -2.895 3.520
C: 1.334 -3.883 3.842
C: 2.522 -3.981 3.136
C: 2.786 -3.094 2.103
C: 1.868 -2.108 1.760
P: 2.103 -0.978 0.339
C: 3.213 -1.860 -0.801
C: 3.246 0.294 0.997
H: 0.143 0.571 3.885
H: -0.883 1.482 2.723
H: 0.808 1.218 2.358
H: -1.926 -1.021 3.936
H: -2.351 -2.207 2.674
H: -2.858 -0.512 2.517
H: -0.516 -2.845 4.067
H: 1.108 -4.589 4.631
H: 3.233 -4.763 3.373
H: 3.705 -3.193 1.539
H: 2.726 -2.781 -1.119
H: 4.190 -2.054 -0.355
H: 3.334 -1.221 -1.676
H: 4.176 -0.160 1.343
H: 2.793 0.845 1.817
H: 3.449 1.001 0.192
C: -1.547 2.057 -3.563
N: -1.173 3.079 -2.624
C: -0.688 2.743 -1.303
Se: -1.968 1.626 -0.262
N: -0.452 4.056 -0.738
C: -0.352 4.986 -1.770
C: 0.063 6.296 -1.770
C: -0.007 7.019 -2.972
C: -0.488 6.421 -4.121
C: -0.909 5.083 -4.122
C: -0.836 4.372 -2.940
H: -2.462 1.559 -3.237
H: -0.756 1.306 -3.654
H: -1.716 2.512 -4.537
H: 0.246 4.064 -0.012
H: 0.433 6.759 -0.863
H: 0.320 8.050 -2.994
H: -0.536 6.989 -5.042
H: -1.273 4.623 -5.032
S: 0.853 1.702 -1.348

**Largest force on an atom**: 0.0095 hartree/bohr
**Relative energy (zero: lowest compared OMol25 entry of this formula, charge and spin)**: 19.6 kcal per mole
**Kohn-Sham gap (alpha / beta)**: 5.539 / 6.437 eV
**HOMO energy (alpha / beta)**: -3.007 / -3.905 eV
**Charge**: -1

---

Molecular formula: C23H27N5O4S4V
Method: DFT, ωB97M-V/def2-TZVPD

Atoms and positions in Å:
V: 0.461 -0.760 -1.318
C: -1.272 -0.510 1.299
C: -0.186 0.162 0.530
N: 1.023 -0.455 0.462
N: 2.171 0.318 0.668
C: 3.332 -0.062 0.342
S: 3.895 -1.612 -0.421
S: 4.746 0.899 0.662
C: 4.074 2.318 1.579
C: 3.939 2.105 3.065
C: 5.053 2.224 3.891
C: 4.943 2.018 5.258
C: 3.713 1.694 5.817
C: 2.596 1.583 5.002
C: 2.709 1.788 3.633
C: -0.177 1.626 0.280
C: -0.562 2.626 1.157
C: -0.312 3.951 0.813
C: 0.312 4.261 -0.390
C: 0.681 3.263 -1.292
C: 0.401 1.974 -0.928
O: 0.640 0.879 -1.780
H: -1.250 -0.128 2.325
H: -2.255 -0.302 0.877
H: -1.117 -1.587 1.344
H: 4.802 3.100 1.358
H: 3.127 2.585 1.111
H: 6.016 2.479 3.463
H: 5.817 2.116 5.889
H: 3.627 1.537 6.885
H: 1.634 1.341 5.435
H: 1.839 1.708 2.996
H: -1.027 2.383 2.105
H: -0.598 4.744 1.490
H: 0.507 5.295 -0.641
H: 1.145 3.487 -2.242
C: -3.507 -4.319 -2.510
C: -2.315 -4.435 -1.589
N: -1.788 -3.093 -1.290
C: -2.338 -1.920 -1.701
N: -1.593 -0.823 -1.724
C: -2.228 0.453 -2.130
C: -3.493 0.259 -2.937
C: -4.387 -0.708 -2.207
N: -3.652 -1.950 -2.008
C: -4.394 -3.211 -1.989
H: -4.047 -5.264 -2.553
H: -3.180 -4.069 -3.522
H: -1.517 -5.023 -2.043
H: -2.600 -4.921 -0.655
H: -0.802 -3.079 -1.089
H: -1.511 1.004 -2.734
H: -2.437 1.061 -1.245
H: -3.252 -0.142 -3.924
H: -3.987 1.221 -3.073
H: -5.294 -0.939 -2.763
H: -4.691 -0.291 -1.240
H: -5.276 -3.076 -2.612
H: -4.737 -3.440 -0.973
O: 0.635 -1.768 -3.198
S: 1.614 -2.655 -2.513
O: 1.121 -2.665 -1.081
O: 1.932 -3.912 -3.075
S: 3.275 -1.343 -2.346

**Largest force on an atom**: 0.0388 hartree/bohr
**Relative energy (zero: lowest compared OMol25 entry of this formula, charge and spin)**: 4.0 kcal per mole
**Kohn-Sham gap (alpha / beta)**: 7.437 / 6.825 eV
**HOMO energy (alpha / beta)**: -11.233 / -11.266 eV
**Charge**: +1